[1]
A 2-piece molecular cluster, CH4O2PS overall at a distorted geometry, computed with wB97M-V/def2-TZVPD.

Values from the calculation:
ΔE to the lowest compared entry with this formula, charge and spin	86.17	kcal per mole
max |F|	3.97	eV/Å

```
! wB97M-V def2-TZVPD RIJCOSX def2/J DEFGRID3
* xyz -1 1
C 1.137 -0.582 -0.395
O 0.017 1.690 -0.090
O -2.034 -0.223 0.148
P 0.379 0.569 0.803
S 2.502 0.454 0.042
H 0.713 -0.348 -1.407
H 1.573 -1.650 -0.365
H -1.786 -0.455 0.994
H -2.502 0.545 0.270
*
```

Which charges does natural (NBO) predict for the atoms? In e, they are: number 1, C, carries -0.953; number 2, O, carries -1.180; number 3, O, carries -0.908; number 4, P, carries 1.076; number 5, S, carries -0.371; number 6, H, carries 0.210; number 7, H, carries 0.206; number 8, H, carries 0.458; number 9, H, carries 0.463

[2]
A 2-piece molecular cluster, C2Cl3N4 overall at a distorted geometry, computed with wB97M-V/def2-TZVPD.

Values from the calculation:
ΔE to the lowest compared entry with this formula, charge and spin	29.59	kcal per mole
max |F|	3.55	eV/Å

```
! wB97M-V def2-TZVPD RIJCOSX def2/J DEFGRID3
* xyz -1 1
C -0.776 0.161 0.114
C 1.784 -0.002 -0.083
N -1.444 -0.466 1.062
N -1.459 0.617 -0.854
N -2.620 -0.489 0.521
N -2.657 0.222 -0.564
Cl 2.369 -1.595 0.522
Cl 2.583 0.237 -1.699
Cl 2.221 1.315 0.980
*
```

Which charges does natural (NBO) predict for the atoms? In e, they are: number 1, C, carries 0.483; number 2, C, carries -0.232; number 3, N, carries -0.428; number 4, N, carries -0.429; number 5, N, carries -0.145; number 6, N, carries -0.159; number 7, Cl, carries -0.034; number 8, Cl, carries -0.048; number 9, Cl, carries -0.008

[3]
A single C4H6N2O molecule at a distorted geometry, computed with wB97M-V/def2-TZVPD.

Values from the calculation:
ΔE to the lowest compared entry with this formula, charge and spin	81.05	kcal per mole
max |F|	1.54	eV/Å

```
! wB97M-V def2-TZVPD RIJCOSX def2/J DEFGRID3
* xyz 0 1
C 0.620 2.230 -0.341
C -0.101 0.918 0.012
N -1.230 1.337 0.420
O -1.733 -0.847 0.761
C -0.633 -1.298 0.355
N -0.343 -2.643 0.352
C 0.364 -0.379 -0.091
H 0.021 3.132 -0.167
H 1.506 2.276 0.292
H 0.863 2.173 -1.402
H 0.412 -2.961 -0.240
H -1.101 -3.297 0.476
H 1.355 -0.639 -0.427
*
```

Which charges does natural (NBO) predict for the atoms? In e, they are: number 1, C, carries -0.592; number 2, C, carries 0.143; number 3, N, carries -0.006; number 4, O, carries -0.563; number 5, C, carries 0.627; number 6, N, carries -0.811; number 7, C, carries -0.545; number 8, H, carries 0.251; number 9, H, carries 0.242; number 10, H, carries 0.242; number 11, H, carries 0.390; number 12, H, carries 0.400; number 13, H, carries 0.224

[4]
A 5-piece molecular cluster, C47H61F2N4O2S overall at a distorted geometry, computed with wB97M-V/def2-TZVPD.

Values from the calculation:
electronic energy	-76028.2854	eV
max |F|	8.07	eV/Å

```
! wB97M-V def2-TZVPD RIJCOSX def2/J DEFGRID3
* xyz 1 1
C 1.745 -1.447 4.471
C 2.922 -2.452 3.927
C 3.185 -2.331 2.283
C 2.060 -3.267 1.481
C 2.595 -3.682 -0.049
N 0.765 -2.434 1.427
C 0.776 -1.238 0.493
C -0.535 -0.227 0.240
C -0.283 0.950 -0.851
C -0.841 0.598 -2.384
C -1.563 -0.870 -2.495
F -2.966 -0.823 -1.984
C -1.861 -0.569 1.109
C -3.181 0.363 0.988
C -3.436 1.712 0.125
C -3.339 2.993 1.157
C -1.856 3.653 1.323
F -1.572 4.540 0.133
C -4.492 -0.125 1.910
C -4.496 -1.427 2.903
C -5.875 -1.753 3.781
C -6.836 -2.729 2.879
N -6.250 -4.123 2.891
N -8.250 -2.811 3.423
N -6.908 -2.254 1.443
C -3.148 -2.352 3.011
C -1.844 -1.895 2.129
C -0.477 -2.790 2.270
C -0.510 -4.062 3.342
S -0.823 -5.678 2.443
O 0.101 -6.754 3.137
O -2.286 -6.180 2.490
H 2.076 -0.822 5.403
H 0.767 -2.042 4.790
H 1.454 -0.741 3.557
H 3.906 -2.178 4.542
H 2.665 -3.570 4.219
H 3.176 -1.208 1.915
H 4.223 -2.867 2.100
H 1.940 -4.282 2.046
H 1.722 -4.092 -0.715
H 3.441 -4.500 0.147
H 3.150 -2.747 -0.503
H 1.791 -1.014 -0.095
H -0.715 2.004 -0.595
H 0.894 1.094 -0.991
H 0.082 0.586 -3.130
H -1.551 1.464 -2.798
H -0.931 -1.765 -2.057
H -1.663 -1.102 -3.662
H -4.593 1.679 -0.184
H -2.869 1.834 -0.880
H -4.066 3.841 0.756
H -3.703 2.634 2.227
H -0.968 2.895 1.399
H -1.856 4.376 2.258
H -5.495 0.523 1.898
H -6.421 -0.742 4.094
H -5.533 -2.241 4.815
H -5.298 -4.156 2.466
H -6.148 -4.470 3.870
H -8.656 -1.855 3.547
H -8.212 -3.349 4.319
H -6.111 -2.641 0.884
H -7.829 -2.480 1.005
H -3.210 -3.296 3.722
H 0.606 -4.130 3.761
H -1.184 -3.871 4.278
H -0.317 -5.588 1.107
C 3.609 1.516 -2.554
C 3.595 1.063 -3.873
C 4.333 -0.065 -4.232
C 5.078 -0.746 -3.268
C 5.089 -0.295 -1.949
C 4.359 0.838 -1.592
H 3.037 2.396 -2.276
H 3.009 1.589 -4.622
H 4.327 -0.414 -5.261
H 5.650 -1.627 -3.547
H 5.669 -0.827 -1.198
H 4.372 1.192 -0.565
C -1.294 3.139 5.873
C -1.850 3.774 6.983
C -3.114 3.402 7.441
C -3.818 2.386 6.793
C -3.260 1.748 5.685
C -2.000 2.127 5.222
H -0.310 3.432 5.515
H -1.298 4.561 7.492
H -3.549 3.902 8.301
H -4.801 2.093 7.152
H -3.809 0.956 5.182
H -1.569 1.634 4.356
C 2.814 5.256 -3.513
C 3.437 6.422 -3.956
C 2.865 7.665 -3.685
C 1.674 7.741 -2.962
C 1.053 6.574 -2.516
C 1.621 5.331 -2.795
H 3.259 4.287 -3.728
H 4.369 6.363 -4.513
H 3.347 8.573 -4.035
H 1.231 8.710 -2.746
H 0.126 6.634 -1.952
H 1.134 4.423 -2.453
C 6.360 -0.326 -9.303
C 5.935 -0.837 -8.077
C 5.115 -1.964 -8.037
C 4.728 -2.587 -9.225
C 5.156 -2.077 -10.450
C 5.969 -0.944 -10.490
H 6.997 0.555 -9.333
H 6.243 -0.356 -7.152
H 4.779 -2.359 -7.083
H 4.093 -3.468 -9.194
H 4.856 -2.563 -11.375
H 6.298 -0.545 -11.445
*
```

Mulliken atomic charge list, values in e, 99 entries: number 1, C, carries -0.430; number 2, C, carries -0.596; number 3, C, carries -0.457; number 4, C, carries -0.382; number 5, C, carries -0.963; number 6, N, carries 0.960; number 7, C, carries -0.477; number 8, C, carries 0.206; number 9, C, carries 0.197; number 10, C, carries -0.621; number 11, C, carries -0.174; number 12, F, carries -0.310; number 13, C, carries 0.548; number 14, C, carries 0.418; number 15, C, carries -0.585; number 16, C, carries -0.474; number 17, C, carries -0.031; number 18, F, carries -0.332; number 19, C, carries -0.773; number 20, C, carries 0.319; number 21, C, carries -0.915; number 22, C, carries 0.210; number 23, N, carries -0.620; number 24, N, carries -0.623; number 25, N, carries -0.492; number 26, C, carries -0.906; number 27, C, carries 0.578; number 28, C, carries -0.029; number 29, C, carries -0.694; number 30, S, carries 0.876; number 31, O, carries -0.589; number 32, O, carries -0.556; number 33, H, carries 0.355; number 34, H, carries 0.045; number 35, H, carries 0.001; number 36, H, carries 0.358; number 37, H, carries 0.319; number 38, H, carries 0.176; number 39, H, carries 0.375; number 40, H, carries 0.501; number 41, H, carries 0.264; number 42, H, carries 0.373; number 43, H, carries 0.191; number 44, H, carries 0.051; number 45, H, carries -0.369; number 46, H, carries 0.087; number 47, H, carries 0.273; number 48, H, carries 0.393; number 49, H, carries 0.137; number 50, H, carries 0.351; number 51, H, carries 0.414; number 52, H, carries 0.075; number 53, H, carries 0.381; number 54, H, carries 0.244; number 55, H, carries 0.083; number 56, H, carries 0.269; number 57, H, carries 0.162; number 58, H, carries 0.312; number 59, H, carries 0.307; number 60, H, carries 0.228; number 61, H, carries 0.311; number 62, H, carries 0.287; number 63, H, carries 0.290; number 64, H, carries 0.244; number 65, H, carries 0.290; number 66, H, carries 0.096; number 67, H, carries 0.045; number 68, H, carries 0.562; number 69, H, carries 0.192; number 70, C, carries -0.047; number 71, C, carries -0.529; number 72, C, carries -0.220; number 73, C, carries -0.483; number 74, C, carries -0.459; number 75, C, carries -0.637; number 76, H, carries 0.264; number 77, H, carries 0.433; number 78, H, carries 0.341; number 79, H, carries 0.410; number 80, H, carries 0.458; number 81, H, carries 0.463; number 82, C, carries -0.602; number 83, C, carries -0.416; number 84, C, carries -0.405; number 85, C, carries -0.469; number 86, C, carries -0.281; number 87, C, carries -0.426; number 88, H, carries 0.397; number 89, H, carries 0.364; number 90, H, carries 0.370; number 91, H, carries 0.376; number 92, H, carries 0.475; number 93, H, carries 0.646; number 94, C, carries -0.021; number 95, C, carries -0.566; number 96, C, carries -0.378; number 97, C, carries -0.429; number 98, C, carries -0.495; number 99, C, carries -0.190

[5]
C5H7N3 as an isolated structure at a distorted geometry, computed with wB97M-V/def2-TZVPD.

Values from the calculation:
ΔE to the lowest compared entry with this formula, charge and spin	126.42	kcal per mole
max |F|	6.83	eV/Å

```
! wB97M-V def2-TZVPD RIJCOSX def2/J DEFGRID3
* xyz 0 1
C 1.019 -0.090 -1.900
C 0.017 -0.735 -0.886
C -1.213 0.063 0.418
C 0.621 0.364 1.651
C 0.203 -0.147 0.432
H 0.729 0.988 -1.725
H 1.181 0.039 -3.164
H 2.100 -0.120 -1.425
H 0.115 -1.907 -0.692
H -2.167 -1.185 -1.026
H -0.504 0.924 3.272
H 1.593 0.650 2.080
N -1.513 -0.357 -0.783
N -1.638 0.653 1.513
N -0.543 0.860 2.235
*
```

Which charges does natural (NBO) predict for the atoms? In e, they are: number 1, C, carries -0.664; number 2, C, carries -0.017; number 3, C, carries 0.287; number 4, C, carries -0.059; number 5, C, carries -0.218; number 6, H, carries 0.221; number 7, H, carries 0.241; number 8, H, carries 0.228; number 9, H, carries 0.205; number 10, H, carries 0.390; number 11, H, carries 0.404; number 12, H, carries 0.220; number 13, N, carries -0.596; number 14, N, carries -0.293; number 15, N, carries -0.347

[6]
C34H58AsCoN8O8PSSi as an isolated structure at a distorted geometry, computed with wB97M-V/def2-TZVPD.

Values from the calculation:
ΔE to the lowest compared entry with this formula, charge and spin	0.00	kcal per mole
max |F|	1.27	eV/Å

```
! wB97M-V def2-TZVPD RIJCOSX def2/J DEFGRID3
* xyz 2 2
Co 0.024 -0.798 0.169
C 4.627 1.270 1.201
C 3.809 0.072 0.745
C 3.400 -0.769 1.934
C 4.603 -0.775 -0.232
O 2.552 0.525 0.112
Si 2.457 1.671 -1.063
S 0.383 1.924 -1.560
O 3.278 1.106 -2.375
C 3.964 1.889 -3.412
C 4.248 0.924 -4.550
C 5.273 2.408 -2.836
C 3.068 3.015 -3.904
O 3.049 3.113 -0.665
C 2.673 4.287 0.100
C 3.974 4.878 0.614
C 1.971 5.253 -0.841
C 1.761 3.903 1.259
H 5.474 0.912 1.786
H 4.035 1.930 1.833
H 5.016 1.847 0.362
H 4.291 -1.192 2.398
H 2.763 -1.593 1.610
H 2.888 -0.160 2.680
H 5.544 -1.068 0.236
H 4.840 -0.215 -1.136
H 4.061 -1.686 -0.484
H 4.829 0.069 -4.198
H 4.837 1.423 -5.317
H 3.319 0.594 -5.021
H 5.912 1.580 -2.526
H 5.092 3.053 -1.979
H 5.807 2.984 -3.593
H 2.108 2.627 -4.246
H 3.551 3.525 -4.737
H 2.888 3.748 -3.122
H 4.662 5.047 -0.214
H 4.452 4.214 1.333
H 3.784 5.835 1.101
H 2.635 5.541 -1.655
H 1.682 6.157 -0.305
H 1.071 4.804 -1.263
H 2.204 3.099 1.850
H 0.783 3.585 0.889
H 1.615 4.767 1.907
N -0.867 0.897 1.285
N -0.680 0.786 2.673
C -0.211 -0.374 3.201
N -0.001 -0.433 4.507
N 0.007 -1.328 2.292
N 0.326 -2.589 2.747
O 0.324 -3.454 1.898
O 0.542 -2.808 3.927
H -0.403 1.747 0.948
H -1.864 0.943 1.070
H -0.823 1.598 3.256
H -0.240 0.337 5.110
H 0.313 -1.317 4.893
O -1.839 -1.874 -0.061
As -3.288 -2.137 0.747
C -4.254 -3.391 -0.313
C -3.971 -3.404 -1.679
C -4.676 -4.265 -2.508
C -5.652 -5.099 -1.977
C -5.942 -5.068 -0.620
C -5.247 -4.208 0.219
C -4.206 -0.475 0.847
C -3.921 0.466 -0.140
C -4.612 1.669 -0.145
C -5.581 1.919 0.819
C -5.867 0.971 1.793
C -5.181 -0.235 1.812
C -3.048 -2.819 2.511
C -2.836 -1.928 3.564
C -2.572 -2.419 4.833
C -2.511 -3.790 5.050
C -2.714 -4.676 4.002
C -2.985 -4.192 2.730
H -3.225 -2.726 -2.082
H -4.480 -4.273 -3.572
H -6.199 -5.768 -2.627
H -6.713 -5.708 -0.216
H -5.485 -4.177 1.275
H -3.167 0.250 -0.888
H -4.404 2.408 -0.907
H -6.123 2.854 0.807
H -6.627 1.170 2.537
H -5.412 -0.976 2.568
H -2.895 -0.858 3.398
H -2.426 -1.735 5.658
H -2.306 -4.169 6.042
H -2.668 -5.742 4.177
H -3.153 -4.889 1.918
N 2.310 -1.348 -3.728
C 1.035 -2.087 -3.454
P 1.418 -3.042 -1.930
O 2.785 -3.561 -2.194
O 1.143 -2.170 -0.738
C 0.197 -4.401 -1.799
N -0.447 -4.329 -0.459
H 3.075 -1.966 -3.398
H 2.361 -0.451 -3.215
H 2.438 -1.144 -4.721
H 0.850 -2.745 -4.300
H 0.216 -1.380 -3.316
H 0.725 -5.350 -1.884
H -0.573 -4.347 -2.568
H -1.012 -3.439 -0.307
H 0.261 -4.273 0.287
H -1.046 -5.139 -0.293
N -0.961 -0.204 -2.447
C -0.257 0.194 -1.474
H -1.051 0.500 -3.183
*
```

Mulliken atomic charge list, values in e, 99 entries: number 1, Co, carries 0.739; number 2, C, carries -1.388; number 3, C, carries 1.750; number 4, C, carries -1.802; number 5, C, carries -1.331; number 6, O, carries 1.216; number 7, Si, carries -1.081; number 8, S, carries -0.768; number 9, O, carries 0.699; number 10, C, carries 1.530; number 11, C, carries -1.943; number 12, C, carries -1.354; number 13, C, carries -1.386; number 14, O, carries 0.093; number 15, C, carries 1.689; number 16, C, carries -1.613; number 17, C, carries -1.672; number 18, C, carries -1.287; number 19, H, carries 0.578; number 20, H, carries 0.199; number 21, H, carries 0.242; number 22, H, carries 0.578; number 23, H, carries 0.040; number 24, H, carries 0.324; number 25, H, carries 0.468; number 26, H, carries -0.032; number 27, H, carries 0.273; number 28, H, carries 0.365; number 29, H, carries 0.495; number 30, H, carries 0.265; number 31, H, carries 0.318; number 32, H, carries -0.036; number 33, H, carries 0.619; number 34, H, carries 0.299; number 35, H, carries 0.583; number 36, H, carries -0.044; number 37, H, carries 0.304; number 38, H, carries 0.321; number 39, H, carries 0.494; number 40, H, carries 0.356; number 41, H, carries 0.489; number 42, H, carries 0.288; number 43, H, carries 0.133; number 44, H, carries 0.223; number 45, H, carries 0.616; number 46, N, carries -0.528; number 47, N, carries -0.254; number 48, C, carries -0.188; number 49, N, carries -0.179; number 50, N, carries 0.273; number 51, N, carries 0.656; number 52, O, carries -0.716; number 53, O, carries -0.829; number 54, H, carries 0.059; number 55, H, carries 0.172; number 56, H, carries 0.215; number 57, H, carries 0.185; number 58, H, carries 0.210; number 59, O, carries 0.775; number 60, As, carries 1.216; number 61, C, carries 0.432; number 62, C, carries -0.377; number 63, C, carries -0.907; number 64, C, carries -0.554; number 65, C, carries -0.848; number 66, C, carries -0.371; number 67, C, carries 0.736; number 68, C, carries -0.829; number 69, C, carries -0.714; number 70, C, carries -0.644; number 71, C, carries -0.800; number 72, C, carries -0.492; number 73, C, carries 0.550; number 74, C, carries -0.601; number 75, C, carries -0.798; number 76, C, carries -0.807; number 77, C, carries -0.835; number 78, C, carries -0.821; number 79, H, carries 0.457; number 80, H, carries 0.458; number 81, H, carries 0.418; number 82, H, carries 0.444; number 83, H, carries 0.471; number 84, H, carries 0.522; number 85, H, carries 0.491; number 86, H, carries 0.425; number 87, H, carries 0.457; number 88, H, carries 0.483; number 89, H, carries 0.553; number 90, H, carries 0.528; number 91, H, carries 0.440; number 92, H, carries 0.464; number 93, H, carries 0.467; number 94, N, carries 0.133; number 95, C, carries -0.837; number 96, P, carries 1.030; number 97, O, carries -0.896; number 98, O, carries -0.415; number 99, C, carries -0.970

Q: What is the formula in the sixth record?
A: C34H58AsCoN8O8PSSi

Q: Number 5 is which compound?
A: C5H7N3

Q: What is the formula in the third record?
A: C4H6N2O